No. 1
108
Properties=species:S:1:pos:R:3:forces:R:3 method="wB97M-V/def2-TZVPD" homo_energy_ev="-2.91 / -6.16" relative_energy_kcal_mol=7.8 total_charge=-1 s_squared=2.03 homo_lumo_gap_ev="5.26 / 7.47" multiplicity=3 total_energy_ha=-5986.3977
I -3.378563 5.696760 0.633126 0.0 0.1 0.1
Ge 0.723815 0.548738 -2.504906 0.1 -0.3 -0.6
Ti 0.254772 1.634344 -0.017489 -0.5 -0.1 -0.1
S 1.901858 3.725333 0.093493 -0.1 -0.4 0.2
O 0.878502 3.089733 1.100552 0.2 0.4 0.0
O 1.173373 0.003168 0.126468 0.4 0.1 0.1
O -1.089406 1.027416 1.053317 -0.4 0.0 0.2
O 0.761283 -2.390442 2.808272 -0.1 0.0 0.0
O 1.783680 2.605036 -0.950668 0.2 0.4 -0.2
O 1.382403 4.963375 -0.411934 0.0 0.1 0.0
O -0.296061 -0.801448 4.048886 0.0 -0.1 0.0
O 3.210521 3.752060 0.680925 0.0 0.1 0.0
N -1.282085 2.423256 -1.247290 -0.2 0.0 0.2
C -2.959243 3.877866 -0.291823 0.0 -0.1 -0.1
C 4.629456 -1.245050 3.275364 0.1 0.1 0.0
C 1.369845 -3.440110 0.112586 0.0 0.0 -0.1
C -2.337639 1.640574 -1.676648 0.2 0.0 0.0
C -1.383214 0.481716 2.299323 0.1 0.0 -0.1
C 0.397320 -1.371887 1.885241 -0.1 0.0 0.0
C 0.936776 2.325562 -7.687159 0.0 0.0 0.0
C 0.754311 1.546014 -5.277252 0.0 0.1 -0.1
C 4.320066 1.053970 2.673306 0.0 0.0 0.0
C -4.584336 -2.388316 1.936842 0.0 0.0 0.0
C 5.024268 0.086849 3.368500 0.0 -0.1 0.0
C 2.797210 -4.229484 -1.658597 0.0 0.0 -0.1
C 3.436414 -2.993736 -1.680520 -0.1 0.0 0.0
C -1.659774 3.618956 -0.637732 0.2 0.0 -0.1
C 0.317638 1.913579 -3.860163 0.1 0.1 -0.1
C -3.905982 -1.951969 0.810426 0.0 0.0 0.0
C -4.234713 -1.883070 3.183029 0.0 0.0 -0.1
C 3.219451 0.698798 1.901069 0.0 0.2 0.0
C 3.536543 -1.594222 2.503693 0.0 0.0 -0.1
C -3.641231 1.882985 -1.373388 -0.1 0.0 0.0
C -0.585842 -1.732259 -3.916964 -0.1 0.0 0.0
C -0.090935 -0.217177 2.772394 0.2 0.0 0.1
C 1.434676 -2.093812 5.084810 -0.1 0.0 0.0
C 0.543513 2.693274 -6.264875 0.0 0.0 0.1
C 2.808128 -0.618853 1.816537 0.2 -0.1 0.1
C -0.810078 -3.107030 4.469338 0.1 0.0 0.0
C -2.519519 -0.520071 2.169472 -0.1 -0.1 0.1
C 0.658384 -2.148939 -4.687302 0.1 0.1 0.0
C -2.883008 -1.019692 0.927740 0.0 0.0 -0.1
C -0.946617 2.189383 4.163234 -0.1 0.0 0.1
C 1.998395 -2.203133 0.087656 0.0 -0.1 0.1
C -1.790528 1.639612 3.209070 0.1 0.0 0.1
C 1.767103 -4.448281 -0.762032 0.0 0.0 0.1
C -4.004358 3.002464 -0.598310 0.1 0.0 0.0
C 0.319528 -2.732415 -6.048846 0.0 -0.1 -0.1
C 1.603207 -1.026592 0.982179 -0.4 0.1 -0.2
C 0.270089 -2.102535 4.110894 0.0 0.2 -0.1
C -3.030225 2.232781 2.989074 0.0 0.1 -0.1
C -0.300052 -1.155057 -2.531370 0.0 0.0 0.0
C -1.340938 3.303192 4.895485 0.0 -0.1 -0.1
C 3.040482 -1.994161 -0.812532 0.0 0.0 0.0
C -2.578094 3.881328 4.673993 0.0 0.0 0.0
C -3.424101 3.343570 3.712992 0.0 0.0 0.0
C -3.210902 -0.957306 3.296246 0.0 0.0 0.0
H -4.395103 1.199859 -1.746981 0.0 0.0 0.0
H -2.371365 -0.655732 0.044680 0.0 0.0 0.1
H -2.879451 4.755880 5.236381 0.0 0.0 0.0
H 0.574634 -3.634107 0.816290 0.0 0.0 0.0
H 1.983887 2.021041 -7.736512 0.0 0.0 0.0
H 3.104112 -5.014616 -2.337887 0.0 0.0 0.0
H 1.119837 3.558768 -5.929921 0.0 0.0 0.0
H -1.238618 -2.879289 5.444527 0.0 0.1 0.0
H 1.264707 -5.406441 -0.733010 0.0 0.0 0.0
H -0.873444 4.348878 -0.466814 -0.1 -0.2 0.0
H 0.338954 1.490461 -8.056613 0.0 0.0 0.0
H -0.209169 -2.005796 -6.668039 0.0 0.1 0.0
H -0.327006 -3.607516 -5.954949 0.0 0.0 0.0
H 1.073510 -1.896753 6.094019 0.0 0.0 0.0
H 1.214089 -3.037817 -6.591262 0.0 0.0 0.0
H -3.682016 1.834870 2.220939 0.0 0.0 0.0
H -2.946777 -0.560867 4.267515 0.0 0.0 0.0
H 3.244930 -2.633437 2.427963 0.0 0.0 0.0
H 0.802510 3.158159 -8.377559 0.0 0.1 0.0
H 4.240281 -2.809264 -2.380130 0.0 0.0 0.0
H -1.231900 -2.612916 -3.810304 0.0 0.0 0.0
H -0.667872 3.721287 5.631227 0.0 0.0 0.0
H -1.600422 -3.081723 3.722568 0.0 0.0 0.0
H 5.179863 -2.015078 3.801744 0.0 0.0 0.0
H 0.693500 0.552692 2.833184 -0.1 -0.1 0.0
H 1.943692 -3.057049 5.075086 0.0 -0.1 0.0
H -0.380021 -4.107142 4.501841 0.0 -0.1 0.0
H -2.080763 0.780982 -2.279504 0.0 0.0 0.0
H -5.023982 3.202265 -0.314582 -0.1 0.0 0.0
H 3.533683 -1.031303 -0.828596 0.0 0.1 0.0
H -0.730651 2.202140 -3.822045 -0.1 -0.1 0.0
H 0.216517 0.667634 -5.645855 -0.1 -0.1 0.0
H 4.616637 2.093118 2.706015 0.0 0.0 0.0
H 2.217962 0.238806 -2.677417 0.1 0.0 0.1
H 2.716483 1.480141 1.353470 0.0 -0.1 0.0
H -4.176656 -2.327407 -0.167159 0.0 0.0 -0.1
H -4.382013 3.801506 3.510912 -0.1 0.0 0.0
H -1.165032 -1.017512 -4.511712 0.0 0.1 0.0
H 1.215554 -2.873754 -4.087430 0.0 -0.1 0.0
H 0.297814 -1.849908 -1.938990 0.1 0.0 0.0
H 0.885769 2.785970 -3.524142 0.0 0.0 0.1
H -5.387356 -3.108396 1.847379 0.0 0.0 0.0
H 1.815229 1.273358 -5.284698 0.0 0.0 0.0
H -1.236713 -1.034609 -1.986988 0.0 0.1 0.1
H 2.143882 -1.319651 4.799973 0.0 0.0 0.0
H 0.025387 1.762159 4.354699 0.1 -0.1 0.0
H -0.408301 -1.723024 1.224136 0.1 0.0 0.1
H -0.506091 2.998832 -6.233391 0.0 0.0 0.0
H 1.331405 -1.295580 -4.817001 0.0 0.0 0.0
H -4.762457 -2.207069 4.070012 0.0 0.0 0.0
H 5.882790 0.360305 3.967200 0.0 0.0 0.0



No. 2
107
Properties=species:S:1:pos:R:3:forces:R:3 method="wB97M-V/def2-TZVPD" homo_energy_ev=-12.89 total_charge=+2 homo_lumo_gap_ev=6.51 total_energy_ha=-2810.9695
S 11.142551 11.322605 6.792814 -0.8 -0.3 -0.5
Al 11.761933 13.034689 9.394730 -0.4 -0.5 0.0
N 13.473592 13.630910 8.545974 1.0 -0.5 -0.6
N 11.442460 15.857011 6.544601 0.3 0.1 -0.7
N 10.640680 12.654215 12.213841 -0.8 0.3 0.2
N 12.902978 12.617187 12.389987 0.8 0.0 1.6
N 15.677738 14.622442 7.124506 -1.7 0.3 0.3
N 11.004804 14.423697 8.204989 -0.3 0.6 -0.4
N 10.114385 15.746962 6.756125 0.1 1.7 -0.6
N 11.024767 11.642314 8.356821 0.5 1.6 0.3
C 14.030487 8.746938 5.907729 -0.7 -0.4 0.7
C 12.102683 9.873915 6.819190 0.8 -0.9 -1.5
C 9.218042 9.602202 5.675167 0.8 -1.9 -1.1
C 8.405611 11.424464 6.964244 0.5 1.1 0.2
C 9.672577 15.343199 11.576714 0.8 -0.2 -0.7
C 7.892666 9.263572 5.450251 -0.7 -1.1 -0.7
C 8.468070 11.738173 11.478030 -0.2 -0.6 0.1
C 14.260746 10.173820 12.001662 0.1 0.1 -1.7
C 12.824410 7.843363 7.799679 0.1 -0.2 -0.4
C 9.853851 14.922783 7.753648 -0.6 0.6 0.8
C 17.034419 12.714283 11.518818 0.4 2.0 -1.5
C 14.989178 11.517632 11.863453 1.3 -1.8 -0.3
C 13.936294 16.099123 11.436625 -0.6 2.4 -1.5
C 8.871996 14.122011 11.219687 -1.7 -0.1 -1.4
C 9.316402 12.834369 11.612156 0.2 0.7 0.4
C 11.946743 15.031832 7.395586 0.3 -0.9 1.1
C 15.040897 8.957530 12.431511 2.0 1.2 0.4
C 8.923877 10.386567 11.967118 0.4 -0.9 -0.3
C 10.949679 12.496562 13.612420 0.6 -0.4 -1.5
C 15.022585 13.907990 12.069112 -0.2 1.8 0.9
C 13.259232 15.294597 13.673453 1.9 -1.4 0.0
C 12.296358 12.409027 13.661638 0.5 0.8 -0.4
C 14.437506 15.266219 12.547056 -1.1 -0.8 1.1
C 11.893600 8.840424 7.730388 -0.5 1.0 0.3
C 9.397777 15.751436 12.991383 -2.6 0.7 1.9
C 14.338160 12.696880 12.154371 -0.6 -0.3 -0.3
C 9.460811 10.728527 6.410868 0.9 0.0 0.4
C 9.873666 9.668604 10.956956 -0.2 0.9 0.0
C 9.471758 16.594745 10.753507 -1.1 0.9 -0.4
C 7.601463 14.242552 10.498652 1.4 -0.8 0.8
C 6.812048 9.976658 5.913872 1.7 1.1 0.6
C 13.342158 14.600757 7.618750 -0.6 0.7 -0.4
C 13.672754 9.772643 10.616409 1.0 3.1 0.4
C 15.803739 13.635033 8.006071 0.7 0.5 -0.2
C 16.354351 11.533199 11.441040 -1.5 -0.6 1.4
C 7.107314 11.096117 6.682090 -2.3 0.9 1.0
C 13.868026 7.804389 6.877502 -0.1 -0.8 1.3
C 7.187995 11.882947 10.944739 0.8 -0.6 -0.4
C 14.407912 15.130037 6.938829 2.3 -0.6 0.4
C 6.822868 13.071583 10.342096 -1.0 1.2 0.3
C 7.797797 9.418307 12.355867 1.5 -0.8 -0.4
C 16.384327 13.956686 11.721150 -0.5 -2.0 0.1
C 13.136542 9.787954 5.880168 -0.1 1.2 -1.0
C 14.710424 13.140573 8.735783 -0.2 0.5 -0.6
B 11.878060 12.726602 11.464185 -1.7 0.5 -0.8
H 16.845163 10.579156 11.232418 0.0 0.5 0.0
H 7.134701 9.823213 13.060911 -0.7 0.6 1.4
H 13.127714 15.583966 10.905355 -0.1 0.1 -0.1
H 8.242103 16.081925 13.126267 2.5 -0.9 -0.4
H 10.259927 12.392124 14.455183 0.1 0.2 -0.7
H 5.805563 13.121054 9.906372 0.8 0.2 0.1
H 10.182420 17.322477 11.135570 0.1 0.2 -0.1
H 14.349953 16.003000 6.299720 -0.3 -0.2 -0.2
H 8.298745 8.501338 12.739980 -0.6 0.5 -0.1
H 9.963200 16.629819 13.313327 0.1 -0.1 -0.2
H 13.279981 10.514160 5.056351 -0.4 -0.1 0.8
H 14.865843 12.338763 9.419499 -0.1 -0.4 0.7
H 13.182232 8.857389 10.712846 -1.4 -1.2 -0.2
H 15.356675 15.732603 12.879184 -0.3 0.5 0.9
H 8.870184 14.956139 8.222433 0.3 -0.9 -0.1
H 12.923751 12.447258 14.517927 0.3 -0.4 0.6
H 13.056311 16.315958 13.921129 0.5 0.7 0.5
H 14.822324 8.606303 5.235561 0.9 0.3 -1.0
H 9.586137 10.587645 12.807347 -0.3 -0.3 0.4
H 13.552205 17.121308 11.768872 0.2 -1.4 -0.1
H 16.854366 13.283708 8.181660 -1.3 0.1 -0.1
H 12.261213 14.957282 13.361994 0.6 -0.4 -0.4
H 11.047229 8.891568 8.414605 0.2 -0.2 0.0
H 15.816831 8.800959 11.672620 -0.1 -0.5 0.2
H 7.620540 8.373116 4.889470 0.5 0.0 0.0
H 15.549936 9.049533 13.396405 0.0 0.3 -0.1
H 14.704928 16.427714 10.715216 -0.1 -0.6 0.0
H 7.140516 9.116586 11.546789 0.3 -0.1 -0.5
H 9.629936 16.536864 9.653093 -0.2 -0.1 0.7
H 14.565960 7.007567 7.007827 0.5 -0.4 -0.2
H 9.985582 8.861725 5.281688 -0.8 1.4 0.6
H 8.453527 17.039086 10.978895 1.0 -0.5 -0.5
H 14.531763 9.628898 9.994987 0.6 -0.3 -0.7
H 6.561885 10.979241 10.958813 0.1 0.8 -0.3
H 8.624549 12.263812 7.608100 -0.1 0.1 0.1
H 9.539210 16.496607 6.315988 0.3 -1.2 0.5
H 10.517823 10.899274 8.759186 -0.6 -0.9 1.2
H 18.069066 12.799433 11.213003 0.2 -0.4 0.2
H 9.309752 9.350258 10.062525 0.3 0.0 0.2
H 13.465463 10.329386 12.664893 -1.2 0.2 1.0
H 13.147126 10.662813 10.163442 -0.2 -1.3 0.4
H 7.237615 15.240095 10.139858 0.4 -1.1 0.4
H 13.596107 14.700195 14.585483 -0.6 0.9 -1.1
H 6.274302 11.733304 7.146304 1.3 -1.1 -0.8
H 9.570526 14.971907 13.742926 0.0 0.0 -0.3
H 14.440858 8.098719 12.529892 -0.9 -1.0 -0.2
H 10.670799 10.371101 10.694169 -0.1 0.0 -0.2
H 5.835222 9.669653 5.689729 -1.2 -0.3 -0.2
H 10.735747 15.051928 11.462826 -0.3 0.2 0.3
H 12.740005 7.088004 8.554536 0.0 -0.3 0.2
H 16.955956 14.881285 11.600384 -0.4 -0.2 0.4
H 10.426317 8.841187 11.404744 -0.5 -0.2 0.1